[1]
ORCA calculation (ωB97M-V/def2-TZVPD) on an isolated molecule of C4H10N2O2.

```
18
C4H10N2O2 (ωB97M-V/def2-TZVPD)
C 0.8023 -0.5515 0.8167
C -0.7489 -0.4291 0.8992
C -1.4151 -0.2106 -0.4679
N -0.8899 -1.1791 -1.4384
N 1.3989 0.2325 -0.2662
C 1.3130 1.6062 -0.2692
O 1.7251 2.2227 0.8650
O 0.9706 2.2621 -1.2215
H 1.1062 -1.5808 0.6930
H 1.2316 -0.1888 1.7541
H -0.9491 0.4337 1.5347
H -1.1576 -1.3463 1.3275
H -2.4848 -0.3818 -0.2683
H -1.2330 0.7766 -0.8689
H -1.3184 -1.0151 -2.3522
H -1.1258 -2.1423 -1.2167
H 1.0831 -0.1499 -1.1526
H 1.6918 1.6416 1.6316
```

Its SMILES is NCCCNC(=O)O.

[2]
ORCA calculation (ωB97M-V/def2-TZVPD) on the ion C21H32N3O4 with charge +1.

```
60
C21H32N3O4 (ωB97M-V/def2-TZVPD)
C -4.3258 -2.4160 -1.8747
H -4.9778 -1.7328 -2.4123
H -4.7135 -3.4255 -1.9732
C -4.2676 -2.0339 -0.4033
H -3.5955 -2.7054 0.1423
H -5.2614 -2.0634 0.0469
O -3.8265 -0.6866 -0.2292
C -2.5193 -0.4396 -0.2751
O -1.6858 -1.3410 -0.4002
C -2.1634 0.9477 -0.1256
C -2.8801 2.0097 0.4215
N -2.0932 3.1124 0.4616
C -0.8513 2.8168 -0.0559
C 0.2967 3.5820 -0.2052
C 1.4166 2.9906 -0.7560
C 1.3895 1.6653 -1.2092
C 0.2345 0.9071 -1.0823
C -0.8698 1.4664 -0.4606
H 0.1869 -0.0884 -1.4912
O 2.4479 1.0198 -1.8000
C 3.7604 1.3440 -1.3998
H 3.9916 2.3983 -1.5925
H 4.4043 0.7276 -2.0342
C 4.0271 1.0583 0.0938
O 5.1536 1.7796 0.5258
H 5.9400 1.4611 0.0672
C 4.2117 -0.4396 0.4571
N 3.0517 -1.3000 0.5317
C 2.5481 -1.8351 -0.7178
C 1.6012 -2.9965 -0.4198
H 1.1752 -3.3761 -1.3494
H 2.1587 -3.7969 0.0735
N 0.5021 -2.5977 0.4864
C -0.3663 -3.7430 0.7923
H 0.2062 -4.5334 1.2755
H -1.1693 -3.4268 1.4542
H -0.8062 -4.1252 -0.1262
C 1.0671 -2.0049 1.7159
C 1.9692 -0.8243 1.3658
H 1.3599 -0.0438 0.8803
H 2.3899 -0.4153 2.2856
H 0.2510 -1.6780 2.3615
H 1.6523 -2.7722 2.2283
H -0.1314 -1.8865 0.0286
H 2.0428 -1.0816 -1.3338
H 3.3903 -2.2264 -1.2917
H 4.9165 -0.8952 -0.2435
H 4.6746 -0.4458 1.4507
H 3.1967 1.4738 0.6769
H 2.3164 3.5753 -0.8558
H 0.3377 4.6154 0.1003
C -2.4990 4.3888 0.9825
H -2.6038 4.3519 2.0696
H -1.7513 5.1355 0.7284
H -3.4540 4.6891 0.5498
C -4.2637 2.0462 0.9483
H -4.8835 2.6974 0.3313
H -4.6966 1.0522 0.9360
H -4.2794 2.4373 1.9653
H -3.3329 -2.3724 -2.3164
```

Its SMILES is CCOC(=O)c1c(C)n(C)c2ccc(OC[C@H](O)CN3CC[NH+](C)CC3)cc12. Its total charge is +1.

[3]
ORCA calculation (ωB97M-V/def2-TZVPD) on a cluster of 13 separate species, C54H123N5O8 in total.

```
190
C54H123N5O8 (ωB97M-V/def2-TZVPD)
C 4.6023 5.6612 2.2021
C 5.1993 5.6912 0.7647
N 4.7313 4.6114 -0.0701
C 3.3903 4.9587 -0.5862
C 2.6794 3.7920 -1.3307
C 5.6363 4.2849 -1.1629
C 6.9537 3.6627 -0.6897
H 3.5549 5.9627 2.2157
H 5.1718 6.2670 2.9069
H 4.5476 4.6151 2.5032
H 5.0397 6.6661 0.3040
H 6.2724 5.6493 0.9513
H 2.8075 5.1260 0.3196
H 3.4371 5.8288 -1.2410
H 1.5931 3.8671 -1.2832
H 3.1257 3.6160 -2.3094
H 2.8670 2.8798 -0.7643
H 5.8328 5.1668 -1.7725
H 5.1650 3.4993 -1.7536
H 7.4445 3.0788 -1.4684
H 6.8414 3.0731 0.2202
H 7.7104 4.4209 -0.4878
C -5.7618 3.3505 0.1043
C -4.5421 2.4549 0.3054
N -4.4966 1.9492 1.6873
C -5.5214 0.8554 1.8232
C -6.0333 0.8891 3.2826
C -3.1530 1.4023 1.9727
C -2.1150 2.5462 2.1055
H -5.8128 4.2276 0.7494
H -6.6381 2.7299 0.2917
H -5.8768 3.6728 -0.9306
H -4.6617 1.6353 -0.4031
H -3.6397 2.9751 -0.0159
H -6.3877 1.0167 1.1816
H -5.1538 -0.1514 1.6247
H -6.6119 1.7893 3.4895
H -6.7184 0.0547 3.4328
H -5.2697 0.7217 4.0422
H -2.8715 0.6976 1.1902
H -3.0530 0.8868 2.9278
H -2.4793 3.3685 2.7212
H -1.8055 2.9254 1.1316
H -1.1851 2.0755 2.4245
C 5.7364 0.8522 -2.9408
C 4.9104 -0.3322 -3.4302
N 3.4892 0.0068 -3.7257
C 3.3635 0.9418 -4.8322
C 1.9977 1.6231 -4.9730
C 2.5996 -1.1485 -3.8900
C 2.4523 -1.9385 -2.6374
H 6.4632 0.4456 -2.2376
H 5.1047 1.5313 -2.3682
H 6.2272 1.3950 -3.7487
H 5.3810 -0.8965 -4.2352
H 4.8605 -0.9364 -2.5243
H 4.1633 1.6804 -4.7785
H 3.5748 0.3775 -5.7405
H 1.2659 0.9297 -5.3874
H 1.5657 1.8579 -4.0002
H 2.0966 2.5343 -5.5631
H 2.8941 -1.7487 -4.7509
H 1.5995 -0.7779 -4.1147
H 1.6662 -2.6838 -2.7589
H 2.2333 -1.2596 -1.8132
H 3.2895 -2.5730 -2.3463
C 1.0545 2.8688 6.7661
C 1.0343 2.9303 5.1796
N 2.0675 2.0463 4.6356
C 1.7572 1.6748 3.2616
C 1.7721 2.8454 2.2340
C 3.4452 2.5549 4.8217
C 4.4988 1.4403 4.5244
H 0.3322 3.5520 7.2128
H 2.0038 3.2615 7.1305
H 0.9118 1.8675 7.1723
H 0.0114 2.7149 4.8707
H 1.2717 3.9449 4.8598
H 0.7684 1.2173 3.2287
H 2.4550 0.8923 2.9633
H 2.7773 3.2441 2.0969
H 1.0627 3.6020 2.5691
H 1.3817 2.4602 1.2920
H 3.5617 3.4225 4.1722
H 3.5827 2.8837 5.8517
H 4.6256 1.4392 3.4418
H 5.4115 1.5254 5.1143
H 4.1888 0.4192 4.7464
C -0.8154 -7.1603 3.6459
C 0.4867 -6.5452 3.0611
N 0.3095 -5.8567 1.7983
C 1.5042 -5.0500 1.4341
C 1.3844 -4.2291 0.1550
C -0.2010 -6.7047 0.7336
C 0.7945 -7.8467 0.3135
H -0.5646 -7.6554 4.5840
H -1.2235 -7.9306 2.9915
H -1.6316 -6.4453 3.7495
H 0.9362 -5.8913 3.8084
H 1.2106 -7.3544 2.9649
H 1.7104 -4.3458 2.2401
H 2.4392 -5.6064 1.3700
H 1.3360 -4.7748 -0.7873
H 0.5162 -3.5831 0.2856
H 2.1740 -3.4825 0.0698
H -0.4016 -6.0866 -0.1415
H -1.1382 -7.1289 1.0937
H 0.9762 -8.5107 1.1586
H 1.7197 -7.4356 -0.0903
H 0.4742 -8.5308 -0.4723
C 0.5821 -1.9033 3.6337
C -0.6311 -1.0026 3.7983
O -1.3304 -0.8000 2.7825
C -1.0615 -0.4329 5.2114
H 1.5485 -1.5515 3.9950
H 0.6921 -2.1733 2.5834
H 0.3918 -2.7865 4.2434
H -1.8659 0.2973 5.1237
H -0.2285 0.0304 5.7402
H -1.5362 -1.2467 5.7596
C -5.4467 -4.0081 -2.4997
C -4.1982 -4.8357 -2.4544
O -4.2102 -6.0371 -2.7497
C -2.8862 -4.1286 -2.1234
H -5.7398 -3.7658 -1.4782
H -6.1871 -4.5176 -3.1164
H -5.1468 -3.1139 -3.0461
H -3.0100 -3.3267 -1.3956
H -2.4044 -3.6787 -2.9915
H -2.2837 -4.9104 -1.6608
C 3.8124 -1.6744 1.5158
C 5.0377 -0.8623 1.0929
O 6.1815 -1.2313 1.3489
C 4.8230 0.4074 0.3810
H 4.0842 -2.4570 2.2241
H 3.3032 -2.0588 0.6320
H 3.0265 -1.0728 1.9724
H 5.7731 0.9357 0.3007
H 4.1025 1.0432 0.8955
H 4.4165 0.1714 -0.6024
C -2.8654 -3.7974 1.9643
C -4.2835 -3.3070 2.1772
O -5.1659 -3.5048 1.3740
C -4.6237 -2.5052 3.4420
H -2.4489 -4.0403 2.9418
H -2.3072 -2.9700 1.5261
H -2.7821 -4.6023 1.2340
H -5.7032 -2.3720 3.5133
H -4.0994 -1.5500 3.4120
H -4.2326 -3.0835 4.2791
C -0.7693 -1.1970 -0.5838
C -0.1004 0.1541 -0.3201
O 0.8314 0.2755 0.4893
C -0.5563 1.3051 -1.1728
H -1.8404 -1.0095 -0.6588
H -0.5373 -1.9182 0.1999
H -0.3960 -1.4803 -1.5679
H 0.2033 1.5780 -1.9053
H -0.8485 2.1883 -0.6048
H -1.3572 1.0652 -1.8722
C -1.9216 -1.3934 -7.0795
C -1.9810 -1.0811 -5.6479
O -1.7608 -1.9542 -4.8168
C -2.2712 0.3295 -5.1573
H -1.2762 -0.6840 -7.5974
H -2.8894 -1.2045 -7.5440
H -1.5946 -2.3997 -7.3412
H -2.3026 0.4472 -4.0742
H -3.3043 0.5879 -5.3901
H -1.5733 1.0310 -5.6144
C -5.8262 0.6893 -2.9598
C -5.1275 -0.3002 -2.1260
O -3.9448 -0.4593 -2.2472
C -6.0133 -1.0736 -1.1585
H -5.4271 0.7189 -3.9736
H -5.6530 1.6947 -2.5759
H -6.9123 0.5964 -2.9557
H -5.3621 -1.7344 -0.5864
H -6.7120 -1.6764 -1.7386
H -6.5719 -0.4383 -0.4712
C -1.5676 4.8056 -5.8030
C -1.5761 3.7961 -4.6323
O -0.4810 3.4517 -4.1475
C -2.8817 3.4690 -3.9168
H -0.7792 4.6157 -6.5314
H -1.5228 5.8047 -5.3694
H -2.5337 4.7795 -6.3071
H -2.7207 2.6724 -3.1904
H -3.6434 3.0929 -4.5998
H -3.3158 4.2932 -3.3509
```

[4]
ORCA calculation (ωB97M-V/def2-TZVPD) on a structure of composition C27H54O27.

```
108
C27H54O27 (ωB97M-V/def2-TZVPD)
C 1.7999 2.1690 0.1598
O 1.8042 2.4482 1.5422
C 2.8132 2.6001 2.3175
O 2.7167 2.7871 3.5533
O 4.0311 2.6976 1.5615
C 5.1034 3.3248 2.1615
H 0.8174 1.9359 -0.2506
H 2.3805 1.2568 0.0229
H 2.2552 3.0320 -0.3260
H 5.2203 2.9318 3.1715
H 4.9045 4.3736 2.3816
H 6.0097 3.1163 1.5929
C 3.7652 2.8537 -4.8898
O 3.4905 2.7149 -3.5352
C 2.6443 1.7426 -3.0184
O 1.8043 1.8157 -2.0776
O 2.8763 0.6209 -3.7105
C 2.6019 -0.6558 -3.0951
H 2.8740 2.8808 -5.5169
H 4.3487 2.0535 -5.3449
H 4.2928 3.7830 -5.1045
H 2.7656 -1.5302 -3.7249
H 1.5316 -0.7914 -2.9398
H 3.0869 -0.9399 -2.1612
C 2.3574 -2.4870 0.0537
O 2.5297 -3.8966 0.4012
C 1.7545 -4.4559 1.3329
O 0.9551 -3.7805 2.0116
O 2.1665 -5.6202 1.5376
C 1.9534 -6.2868 2.7891
H 2.5529 -1.8570 0.9213
H 1.3780 -2.1688 -0.3036
H 3.1284 -2.0252 -0.5630
H 2.4899 -5.7508 3.5720
H 2.2720 -7.3265 2.7143
H 0.8892 -6.3582 3.0136
C -2.6233 1.4080 0.2137
O -1.5542 0.9221 -0.6055
C -0.5084 0.3060 -0.0005
O -0.3158 0.0948 1.2289
O 0.3089 -0.0579 -1.0410
C 1.6745 -0.3225 -0.7394
H -2.1822 1.9928 1.0208
H -3.2764 0.6474 0.6416
H -3.1729 1.9669 -0.5438
H 2.1390 -1.0733 -1.3786
H 1.7511 -0.5730 0.3186
H 2.3281 0.5385 -0.8797
C -5.3663 4.9474 3.0505
O -5.2083 3.5391 2.9464
C -4.1919 2.9411 2.3825
O -3.9531 1.7424 2.3458
O -3.4557 3.9143 1.7349
C -2.4425 3.4130 0.8764
H -5.8768 5.2400 2.1329
H -4.4702 5.5415 3.2295
H -6.0370 5.3946 3.7842
H -2.1274 4.1823 0.1714
H -2.9128 2.6259 0.2871
H -1.7174 3.0208 1.5895
C -2.2622 -2.3730 -5.5133
O -1.3609 -1.4919 -6.1454
C -0.5584 -0.6299 -5.5543
O 0.2586 0.0725 -6.1381
O -0.7739 -0.6274 -4.1386
C -0.1743 0.3355 -3.3545
H -2.6376 -2.0687 -4.5363
H -1.8181 -3.3671 -5.5643
H -3.1522 -2.4157 -6.1411
H 0.3649 -0.1228 -2.5255
H -0.8912 1.0153 -2.8940
H 0.5273 0.9560 -3.9119
C -2.4900 -4.9992 -4.3597
O -1.4546 -4.4437 -3.5995
C -1.6021 -3.2621 -3.0059
O -2.7415 -2.7147 -2.8897
O -0.5014 -2.8995 -2.4510
C -0.4481 -1.8528 -1.4438
H -2.0557 -5.7337 -5.0380
H -2.9391 -4.2474 -5.0086
H -3.2957 -5.3929 -3.7400
H -0.6434 -0.9215 -1.9753
H 0.4591 -1.8467 -0.8394
H -1.1246 -2.0596 -0.6145
C -1.3357 -4.3796 1.7315
O -1.8704 -3.0839 1.4684
C -1.6418 -2.1619 2.3404
O -0.8390 -2.1521 3.2633
O -2.3920 -1.1380 2.0121
C -2.4192 -0.0037 2.8452
H -0.3849 -4.2496 2.2485
H -1.2510 -5.1293 0.9448
H -1.9943 -4.8952 2.4304
H -2.1586 -0.1881 3.8873
H -3.2334 0.6913 2.6393
H -1.5951 0.6536 2.5678
C -0.0152 0.3102 3.2476
O 0.6922 1.1634 4.1654
C 0.3379 2.4594 4.1341
O -0.5733 2.9196 3.4921
O 1.1821 3.1713 4.9142
C 1.0245 4.5583 5.2020
H 0.2337 0.5549 2.2150
H -1.0861 0.4289 3.4126
H 0.3773 -0.6967 3.3889
H 1.1708 5.0787 4.2555
H 1.8077 4.6374 5.9559
H 0.1048 4.9828 5.6045
```

[5]
ORCA calculation (ωB97M-V/def2-TZVPD) on a structure of composition C19H30N4OS.

```
55
C19H30N4OS (ωB97M-V/def2-TZVPD)
C -0.1348 -5.7156 -0.6325
H 0.1861 -6.7156 -0.9847
H 0.6141 -5.0633 -0.5717
H -0.8331 -5.7895 0.2217
C -1.2577 -5.0234 -1.7588
N -1.6476 -3.8147 -1.3356
C -1.0877 -2.5937 -1.3770
C -2.1406 -1.6469 -1.1256
C -3.1406 -2.4727 -0.6365
N -2.8852 -3.8574 -0.8148
C -4.2193 -2.1472 -0.0240
H -4.9499 -1.4133 -0.6521
H -4.3696 -1.5686 1.0807
H -4.8728 -3.1146 0.3009
C -2.0858 -0.1636 -1.0230
N -0.6832 0.1779 -0.1829
C -0.8084 -0.3158 1.2203
C 0.6627 0.0798 1.7811
N 0.8163 1.4585 1.4481
C 2.1066 1.9340 2.3917
C 2.0247 3.5544 2.3401
C 3.3453 4.2130 2.0133
S 2.9857 5.8610 2.0704
C 1.4636 5.5748 2.8260
C 0.9578 4.4138 2.5585
H 0.0406 3.8321 3.1336
H 0.5597 6.4547 3.1560
H 4.1379 3.8222 1.4245
H 1.9405 1.6217 3.4934
H 2.9492 1.4995 2.0358
C 0.8117 2.0032 0.1049
C -0.6832 1.7130 -0.3811
H -1.3528 2.0966 0.2258
H -0.7661 1.9849 -1.2854
C 1.8732 1.4974 -0.6401
H 1.6457 0.5764 -1.4460
H 2.6141 1.1581 -0.2170
C 2.6382 2.4133 -1.4922
O 1.5667 3.0448 -2.5791
H 0.9948 3.5091 -2.0899
H 3.2881 1.9933 -2.1046
H 3.1145 3.3692 -0.9011
H 0.8761 3.1569 0.3548
H 1.3686 -0.4440 1.3033
H 0.6764 -0.0766 2.6812
H -1.6369 0.0836 1.6737
H -0.9436 -1.4358 1.1828
H -2.1083 0.0589 -1.8822
H -2.9125 0.1760 -0.5879
C 0.2797 -2.2110 -2.2306
H 0.9609 -2.7795 -1.7963
H 0.2959 -1.2160 -2.2963
H 0.0493 -2.7453 -3.4428
H -0.4592 -5.0560 -2.6061
H -1.8656 -5.9515 -1.9249
```

[6]
ORCA calculation (ωB97M-V/def2-TZVPD) on a cluster of 4 separate species, C5H17NO3 in total.

```
26
C5H17NO3 (ωB97M-V/def2-TZVPD)
C 1.2411 2.6276 0.9845
N 1.0582 1.5693 -0.0198
C 0.2216 0.4766 0.3655
C -1.0258 0.4721 -0.0935
C -2.0778 -0.6201 0.0082
C 0.9324 -0.6575 1.0612
H 0.3004 2.7557 1.5190
H 2.0600 2.3505 1.6494
H 1.2991 3.6471 0.5920
H 1.7442 1.2453 -0.6776
H -1.5148 1.3610 -0.4719
H -3.0673 -0.1724 0.2099
H -2.2915 -1.0758 -0.9569
H -1.8737 -1.4031 0.7163
H 1.9838 -0.5105 1.2719
H 0.8780 -1.5514 0.4452
H 0.5770 -0.9046 2.0882
H 2.1618 -1.1614 -2.2665
H 1.3548 -0.4652 -3.3969
O 1.7608 -1.3045 -3.1224
H -0.7994 1.2492 2.6339
H -1.0795 -0.0158 3.1652
O -1.5406 0.8183 3.0639
H 0.1610 -2.3740 -2.2316
H -0.7435 -3.2543 -1.3387
O -0.7463 -2.5692 -2.0100
```

Its SMILES is C/C=C(\C)NC.O.O.O.

no.,frontier orbital gap (eV),DFT total energy (hartree)
1,10.142,-418.42039
2,8.709,-1284.44903
3,8.355,-3006.85393
4,7.796,-3091.51714
5,8.742,-1433.80140
6,8.904,-481.10904